# 1
5 unconnected molecules or ions with the total composition C35H59BFN7O4 in a non-equilibrium geometry, computed with ωB97M-V/def2-TZVPD.

Total charge   0
E_HOMO   -8.10 eV
Lowest unoccupied orbital energy   0.00687 Eh
SMILES   CCCOC[C@@]1(CCN)[C@@H](B(N)O)C(=O)N[C@]1(F)CCCCCCCCOC.c1cc[nH]c1.c1cc[nH]c1.c1cc[nH]c1.c1cc[nH]c1
HOMO-LUMO gap   8.3 eV

XYZ file:
```
107
Properties=species:S:1:pos:R:3:forces:R:3:mulliken_charge:R:1
F 3.782 1.585 -3.361 0.63 -1.57 2.41 -0.471
O 7.592 1.256 -1.533 -1.33 2.73 -0.14 -0.239
O 2.318 1.147 1.231 5.69 0.56 -6.61 -0.624
O -6.500 2.669 0.000 -1.37 -1.94 -0.08 -0.389
O 4.962 2.415 2.089 0.89 -3.37 -0.10 -0.594
N -3.745 1.079 2.979 -0.01 -0.01 0.07 0.093
N 7.083 1.099 1.513 -2.90 -1.64 1.39 -0.505
N -8.317 1.676 -5.214 0.04 -0.02 0.03 0.000
N 8.045 -1.744 -1.079 -0.90 -0.27 2.05 -0.499
N 3.200 1.938 -1.096 -0.35 -1.20 1.52 -0.470
N -4.726 -3.152 6.357 -0.02 -0.07 0.02 0.058
N -0.740 -4.723 1.391 0.02 -0.01 -0.05 0.034
C -5.898 -3.749 6.743 -0.03 0.00 0.03 -0.524
C -2.441 0.686 -2.570 -0.19 -0.75 0.77 -0.606
C -3.970 0.650 4.261 -0.13 -0.02 0.00 -0.777
C -8.518 0.076 -3.684 -0.06 0.35 0.20 -0.231
C 6.218 1.360 -2.047 0.03 -0.44 -1.07 -1.141
C 1.080 0.640 -2.585 -0.68 -0.05 -0.43 -0.437
C -8.135 -0.519 -4.909 0.12 0.03 -0.40 -0.482
C -8.619 1.432 -3.900 -0.05 0.00 0.09 -0.574
C 0.563 -4.337 1.216 0.09 0.00 0.01 -0.710
C 3.716 0.867 -2.069 -1.58 0.73 0.36 0.244
C -2.959 -0.221 4.602 -0.33 0.10 0.12 -0.722
C -1.323 -0.477 -2.221 -0.53 -0.92 -1.18 -0.087
C -2.091 -0.316 3.488 0.15 0.08 -0.34 -0.276
C -8.015 0.492 -5.837 0.00 -0.08 -0.04 -0.513
C -0.748 -2.510 1.181 -0.37 -0.10 -0.04 -0.012
C -0.043 -0.409 -3.244 0.51 1.08 1.20 -0.611
C 9.982 4.419 -1.010 -0.63 -0.19 0.70 -0.874
C 6.569 -1.949 -0.680 -0.02 -1.72 -0.67 -0.375
C -7.765 2.489 0.756 -0.33 -0.68 0.39 -0.597
C 5.141 0.317 -1.388 -1.00 0.14 -0.80 1.864
C -5.687 -4.349 7.964 -0.30 0.03 -0.25 -0.361
C 3.222 1.204 0.250 -2.09 -0.46 2.59 0.164
C -1.548 -3.616 1.366 -0.05 0.11 0.02 -0.938
C 4.682 0.462 0.177 -1.21 -0.11 1.06 -0.389
C -4.340 -4.110 8.325 0.35 0.14 -0.09 -0.506
C -2.599 0.499 2.501 0.05 -0.10 0.03 -0.663
C 8.086 2.672 -1.577 0.55 -0.12 -1.05 -0.355
C 9.705 2.808 -1.361 -0.62 1.21 -0.57 -0.275
C 5.507 -1.247 -1.709 0.27 -0.41 -0.69 -0.919
C 2.475 -0.186 -2.253 0.25 0.40 -1.33 -0.674
C -4.942 1.558 -1.796 -0.74 0.68 0.25 -0.447
C -6.119 1.380 -0.644 0.62 -1.12 0.28 -0.088
C 0.588 -2.967 1.086 0.26 -0.31 -0.05 -0.523
C -3.769 -3.371 7.313 0.01 0.02 0.04 -0.335
C -3.747 0.437 -1.611 -0.29 0.68 0.33 0.009
B 5.576 1.332 1.243 1.83 1.20 1.79 0.478
H 7.455 3.350 -0.831 1.43 -1.49 -1.36 0.184
H 10.269 5.048 -1.963 -0.34 -1.40 2.02 0.262
H -6.779 -3.695 6.118 0.14 -0.02 0.14 0.360
H -4.828 0.999 4.819 0.16 -0.07 -0.06 0.381
H -2.857 -0.731 5.551 0.01 0.14 -0.09 0.638
H -0.404 0.025 -4.273 0.73 -1.04 1.92 0.292
H -8.316 2.586 -5.656 0.01 -0.36 0.19 0.205
H 6.411 -1.704 0.453 0.03 -0.25 -2.20 0.176
H 1.212 1.488 -3.393 0.34 -1.70 1.83 0.268
H 0.633 1.171 -1.618 1.11 -1.31 -2.05 0.207
H -8.721 2.671 0.074 2.07 -0.25 1.35 0.212
H -3.409 0.505 -0.479 -0.61 -0.21 -2.26 -0.271
H 8.980 4.899 -0.589 2.12 -1.00 -0.84 0.260
H 4.851 1.988 3.003 0.15 1.18 -1.83 0.303
H -5.487 1.498 -2.845 1.32 -0.01 2.06 0.174
H -7.770 3.204 1.690 0.08 -1.26 -2.07 0.242
H -2.619 -3.710 1.482 0.19 0.07 0.00 0.430
H 4.559 -1.970 -1.752 1.76 1.92 0.32 0.270
H 0.526 -1.421 -3.388 -1.50 1.70 0.21 0.355
H -2.766 -2.983 7.192 -0.16 -0.08 0.05 0.359
H 10.233 2.637 -2.410 -1.06 -0.15 2.44 0.225
H -2.244 0.714 1.502 0.00 -0.02 0.19 0.539
H 5.976 -1.309 -2.804 -0.86 0.17 2.42 0.307
H 1.360 -5.069 1.201 -0.12 0.15 0.01 0.398
H 3.803 2.793 -1.002 -0.56 -1.17 -0.29 0.436
H -6.425 -4.901 8.533 0.12 0.10 -0.11 0.374
H 8.454 -2.693 -1.254 -0.39 1.35 0.49 0.261
H -1.859 -1.522 -2.431 1.00 2.19 0.68 0.384
H 2.362 -0.929 -1.355 0.17 1.57 -1.53 -0.108
H -4.197 -0.635 -1.771 0.92 2.02 0.21 0.246
H 1.473 -2.361 0.938 -0.13 -0.08 0.05 0.582
H 4.535 -0.575 0.701 0.43 1.67 -1.04 0.068
H -1.192 -0.914 3.414 -0.18 0.13 0.02 0.592
H -4.589 -2.632 5.500 0.00 -0.13 0.27 0.208
H -1.056 -5.676 1.519 0.13 0.39 -0.05 0.193
H -7.964 -1.571 -5.095 -0.02 0.19 0.01 0.387
H -5.681 0.684 0.216 -0.86 1.31 -1.64 0.291
H 6.400 -3.127 -0.781 -0.05 2.54 0.34 0.314
H -4.535 2.674 -1.687 -0.68 -2.49 -0.18 0.254
H -2.764 0.566 -3.692 0.70 0.38 2.10 0.317
H 7.308 0.072 1.378 -0.07 1.76 -0.18 0.198
H -1.091 -1.485 1.120 0.05 -0.24 0.01 0.514
H -7.743 0.470 -6.883 -0.05 -0.03 0.19 0.391
H -2.016 1.763 -2.366 -0.80 -2.07 -0.52 0.222
H 5.842 2.492 -2.023 0.58 -2.52 0.28 0.411
H 7.870 3.024 -2.696 0.42 -0.34 2.38 0.215
H -0.983 -0.462 -1.096 -0.64 0.07 -2.26 -0.199
H 10.102 2.101 -0.517 -0.80 1.38 -1.74 0.302
H 10.773 4.503 -0.136 -1.46 0.00 -2.09 0.259
H 7.282 1.286 2.542 -0.22 0.05 -1.84 0.245
H 6.285 1.085 -3.208 -0.39 0.53 2.42 0.219
H -8.882 2.243 -3.233 0.04 -0.16 -0.09 0.376
H -8.699 -0.430 -2.744 0.01 0.09 -0.15 0.453
H -3.840 -4.441 9.226 -0.07 0.06 -0.16 0.377
H 2.731 -0.838 -3.220 -0.45 1.36 2.13 0.521
H 8.475 -1.341 -0.192 -0.18 -0.79 -1.92 0.237
H -4.333 1.723 2.465 0.21 -0.19 0.15 0.201
H -7.060 0.800 -1.076 1.83 1.45 0.74 0.071
H -7.842 1.374 1.170 0.22 2.32 -0.83 0.279
```
Positions in Å, forces in eV/Å.

=====

# 2
3 unconnected molecules or ions with the total composition C35H60B2BrClFO8 in a non-equilibrium geometry, computed with ωB97M-V/def2-TZVPD.

Total charge   -1
E_HOMO   -3.84 eV
Lowest unoccupied orbital energy   0.05447 Eh
HOMO-LUMO gap   5.3 eV

XYZ file:
```
108
Properties=species:S:1:pos:R:3:forces:R:3:mulliken_charge:R:1
Br -3.312 -0.365 0.088 0.02 -0.21 -0.07 -0.212
Cl 4.758 3.129 1.519 -0.06 -0.10 -0.05 -0.245
F -2.786 4.381 -0.170 -0.08 -0.16 -0.29 -0.420
O 0.951 2.417 -0.096 0.04 0.01 -0.45 0.245
O -1.678 -1.306 -4.339 0.08 0.19 0.10 -0.301
O 2.132 5.405 2.108 -0.31 0.66 -0.32 -0.697
O 0.996 2.594 2.202 -0.84 -0.10 0.41 0.127
O -6.736 -3.291 -2.638 0.16 0.11 -0.13 -0.386
O 5.680 -1.128 2.800 -0.26 0.14 -0.94 -0.455
O 3.452 2.714 3.703 0.04 0.10 0.71 -0.471
O 6.128 -0.821 4.964 -0.50 -0.53 0.56 -0.448
C 5.125 0.153 5.314 -0.65 0.39 0.05 -0.003
C 2.790 0.446 6.157 0.39 -1.25 0.13 -0.845
C 4.203 2.177 -2.611 -0.53 -0.23 -0.33 -1.223
C 4.102 -0.343 6.331 0.30 0.25 0.22 -0.439
C 0.738 1.083 0.384 0.58 2.61 -0.59 1.966
C 2.290 0.989 -1.693 -0.45 0.17 -0.61 0.418
C 0.942 0.676 4.351 -0.19 -0.82 0.30 -1.603
C -0.811 0.951 0.321 0.23 -1.25 0.46 -1.814
C 3.562 2.306 2.607 -0.15 0.08 -0.41 0.435
C -2.652 -3.253 -3.186 0.09 -0.07 -0.07 -1.055
C 3.571 1.509 -1.566 0.46 -0.05 0.08 -0.141
C 1.549 1.958 -5.310 0.79 -0.30 0.29 -1.583
C -1.372 4.498 -0.241 0.01 0.53 0.78 -0.266
C -1.206 -2.004 -5.473 0.01 -0.09 -0.04 -0.277
C -7.543 -3.012 -0.330 0.05 -0.14 -0.03 -1.088
C -2.215 -2.096 -6.606 -0.10 0.03 0.03 -1.101
C -7.488 -2.477 -1.752 -0.09 0.01 0.13 -0.336
C 1.902 -0.264 5.121 -0.31 0.69 0.08 -0.273
C -8.602 -4.731 -3.349 -0.05 0.11 0.02 -1.104
C 2.257 1.820 -3.973 -0.53 0.17 -0.53 0.716
C -7.188 -4.620 -2.802 -0.06 -0.09 0.05 -0.321
C 1.300 1.294 1.874 0.27 -0.81 0.19 1.103
C 5.578 -3.054 4.007 0.40 -0.62 0.57 -0.394
C 3.542 2.337 -3.828 0.05 -0.30 0.72 -0.737
C -0.749 4.123 1.087 -0.17 -0.59 -0.42 -0.512
C -1.344 -0.433 -0.068 0.46 0.77 -0.05 0.321
C -2.832 -1.837 -3.706 -0.09 -0.08 0.02 -0.258
C 4.459 -3.553 4.610 0.51 0.49 0.16 -0.651
C 2.868 1.131 1.987 0.30 -0.29 -0.68 -0.388
C 1.634 1.156 -2.920 0.74 0.15 0.49 -0.739
C 0.715 0.282 2.879 -0.20 0.48 0.18 -0.885
C 1.560 0.220 -0.615 0.35 -0.64 0.50 -1.784
C -0.799 -1.611 0.717 -1.10 -0.21 -0.19 -1.380
C 5.807 -1.585 3.889 1.01 0.29 1.85 0.679
C 2.502 5.421 -0.400 0.21 0.34 0.91 -0.959
B 1.844 4.782 0.898 0.25 -0.60 -0.29 0.791
B 0.772 3.436 0.953 0.05 0.55 0.38 -1.113
H 3.330 6.070 -0.091 0.17 -0.06 -0.20 0.206
H -8.496 -2.314 -2.149 -0.03 -0.05 0.04 0.286
H -3.042 -1.177 -2.866 0.06 0.11 -0.01 0.171
H -2.529 -1.098 -6.917 0.02 0.01 -0.01 0.291
H -1.772 -2.605 -7.463 0.02 0.01 0.00 0.406
H -1.815 -3.296 -2.485 -0.02 0.02 0.03 0.259
H 2.288 0.391 7.122 -0.16 0.52 0.02 0.484
H 3.934 -1.411 6.204 -0.16 -0.03 -0.09 -0.201
H 3.352 0.931 1.040 -0.12 0.04 -0.09 -0.148
H 3.117 0.277 2.618 0.04 -0.02 0.13 -0.218
H 4.488 -0.218 7.345 0.13 0.00 0.01 0.392
H -8.093 -2.324 0.312 0.02 0.03 -0.02 0.394
H 2.835 4.657 -1.097 -0.07 0.06 -0.22 0.167
H 3.657 -4.044 4.071 0.76 -1.65 0.25 0.253
H -1.156 1.667 -0.415 -0.01 0.08 -0.04 0.294
H 3.025 1.474 5.888 -0.21 0.12 0.01 0.354
H 4.337 -3.387 5.677 -1.08 1.49 -0.33 0.348
H 0.632 0.753 -3.012 -0.07 0.06 -0.24 0.630
H -1.403 3.391 1.572 -0.10 0.00 -0.01 0.092
H -3.698 -1.776 -4.374 0.01 -0.07 -0.02 0.329
H 2.495 -0.879 4.440 0.18 0.18 -0.11 0.147
H 1.151 -0.698 2.672 0.05 -0.07 0.06 0.547
H 1.281 -0.966 5.682 0.11 -0.28 -0.09 0.436
H 1.682 1.018 -5.851 -0.29 -0.04 -0.12 0.315
H 5.210 2.555 -2.502 0.03 0.03 0.16 0.405
H -3.558 -3.579 -2.675 -0.01 0.05 0.02 0.313
H -7.093 -5.175 -1.862 -0.06 0.00 0.01 0.341
H -3.110 -2.647 -6.314 0.03 -0.06 -0.01 0.241
H -8.869 -5.779 -3.490 0.03 0.00 -0.02 0.384
H 4.577 0.461 4.425 0.23 -0.03 -0.24 -0.028
H 4.047 2.834 -4.645 -0.13 0.07 -0.11 0.374
H -0.020 0.566 4.857 -0.10 0.27 0.00 0.570
H 5.600 1.043 5.717 0.38 -0.05 -0.17 0.365
H -1.173 -0.540 -1.136 -0.13 -0.29 -0.06 0.197
H -1.208 5.560 -0.431 0.19 -0.03 -0.34 0.287
H -6.494 -5.081 -3.506 0.06 0.08 0.01 0.316
H 0.492 2.183 -5.207 -0.06 0.03 -0.03 0.344
H -2.446 -3.963 -3.990 -0.06 -0.01 -0.01 0.386
H -9.336 -4.288 -2.675 0.00 -0.06 0.04 0.270
H -0.330 -1.451 -5.814 0.00 0.06 0.08 0.291
H -1.206 1.245 1.291 -0.15 0.09 -0.03 0.572
H -0.357 0.161 2.737 -0.04 0.16 -0.17 0.378
H 1.217 1.721 4.463 0.19 0.04 -0.26 0.539
H -0.752 5.016 1.719 0.04 -0.05 0.18 0.515
H -8.681 -4.216 -4.307 0.01 -0.02 -0.01 0.300
H 6.365 -3.667 3.574 -0.95 0.05 -1.91 0.386
H -1.101 -2.531 0.214 0.23 -0.11 -0.05 0.510
H -6.533 -3.128 0.067 0.00 0.05 0.01 0.289
H 1.768 6.092 -0.857 -0.09 -0.19 -0.25 0.305
H 4.135 1.389 -0.651 -0.09 0.00 0.06 0.460
H -0.854 -3.002 -5.188 -0.05 -0.03 -0.03 0.318
H 0.278 -1.567 0.830 0.07 -0.01 -0.01 0.146
H -6.996 -1.505 -1.747 0.10 -0.05 -0.11 0.358
H 0.946 -0.517 -1.133 -0.16 0.02 0.07 0.828
H 1.463 5.147 2.750 0.31 -0.37 0.22 0.316
H 2.066 2.716 -5.894 -0.25 0.19 -0.11 0.376
H -8.033 -3.985 -0.275 -0.08 0.04 0.00 0.300
H -1.010 3.905 -1.078 -0.17 -0.16 -0.04 0.047
H 2.299 -0.374 -0.068 -0.05 -0.08 0.04 0.409
H -1.301 -1.639 1.682 0.32 0.04 0.24 0.459
```
Positions in Å, forces in eV/Å.